A structure of composition C14H29P2Ti at a distorted geometry. Source: the Open Molecules 2025 dataset; level of theory: ωB97M-V with the def2-TZVPD basis set.

## Properties
Energy relative to the best compared isomer or geometry (same formula, charge and spin) ... 56.1 kcal per mole
2S+1 ... 2
LUMO level (alpha / beta) ... 0.13 / -0.27 eV
M ... 307.2 u
Energy ... -56673.998 eV
Maximum force ... 2.90 eV Å⁻¹
Total charge ... 0
HOMO level (alpha / beta) ... -5.694 / -5.326 eV

Cartesian coordinates (Å):
1 Ti -0.61687 0.12896 1.52511
2 P 0.22275 2.53308 1.86795
3 P 0.80829 -1.68561 1.39950
4 C -0.43284 -1.72004 -2.74025
5 C 2.71938 -3.21103 -0.07770
6 C -2.10331 -1.06350 2.55718
7 C 1.38035 -3.33392 0.66192
8 C -0.93859 -2.09656 2.32735
9 C -0.49147 -2.64986 3.68275
10 C -1.43328 -1.74860 -1.75152
11 C -0.19256 0.21860 -1.42772
12 C 2.18890 -1.21534 2.57024
13 C 2.83259 -2.30670 3.44573
14 C 3.26460 -0.48891 1.75174
15 C -1.27094 -0.57818 -0.79930
16 C 0.31886 -0.49562 -2.54365
17 C 1.39718 -4.57804 1.57291
18 H 3.97205 0.00778 2.43010
19 H -2.55535 -0.75387 1.57574
20 H 2.12169 -2.90147 4.02676
21 H 3.84227 -1.17784 1.12182
22 H -2.17762 -0.04821 -0.45249
23 H 1.13073 2.97642 2.87812
24 H 3.48351 -1.81152 4.18319
25 H 0.77926 3.31599 0.77790
26 H -2.15883 -2.54988 -1.53247
27 H 0.00607 1.26511 -1.09823
28 H 2.95788 -4.16973 -0.56327
29 H 0.08079 -3.57436 3.56250
30 H 3.55667 -2.99656 0.59891
31 H -1.75435 -0.13673 3.13724
32 H 3.48249 -2.98344 2.87540
33 H 2.83416 0.28516 1.10409
34 H -0.11939 -2.55387 -3.39903
35 H -0.75205 3.51657 2.18976
36 H -2.88228 -1.48975 3.20125
37 H 0.09869 -1.91390 4.24794
38 H -1.40229 -2.85287 4.25496
39 H 1.71448 -0.48151 3.25091
40 H 2.68199 -2.44764 -0.86263
41 H -1.30719 -2.88049 1.64788
42 H 1.74626 -5.44283 0.98758
43 H 0.59914 -3.51404 -0.09645
44 H 2.09480 -4.50058 2.41567
45 H 0.41245 -4.85619 1.96093
46 H 1.09004 -0.14719 -3.21112


A structure of composition C2H3GaLiO at a distorted geometry. Source: the Open Molecules 2025 dataset; level of theory: ωB97M-V with the def2-TZVPD basis set.

## Properties
LUMO level (alpha / beta) ... -7.90 / -8.09 eV
M ... 119.7 u
Energy ... -56739.102 eV
Maximum force ... 4.00 eV Å⁻¹
Total charge ... +1
HOMO level (alpha / beta) ... -14.558 / -14.597 eV

Cartesian coordinates (Å):
1 Ga 1.40643 1.64244 -0.06380
2 O 1.07203 0.01426 0.74577
3 C -0.14228 0.57708 0.42465
4 C -1.23941 -0.22530 0.39599
5 Li 0.72268 -0.96618 -0.61039
6 H 1.59686 0.07706 -1.68875
7 H -1.20055 -1.28667 0.69713
8 H -2.21577 0.16732 0.09939


A cluster of 2 separate species, CH8N10 in total at a distorted geometry. Source: the Open Molecules 2025 dataset; level of theory: ωB97M-V with the def2-TZVPD basis set.

## Properties
2S+1 ... 3
LUMO level (alpha / beta) ... -7.41 / -12.46 eV
M ... 160.1 u
Energy ... -16041.836 eV
Maximum force ... 5.71 eV Å⁻¹
Total charge ... +2
HOMO level (alpha / beta) ... -18.093 / -17.722 eV

Cartesian coordinates (Å):
1 N 0.81796 -1.95964 -0.14367
2 N -0.63044 -1.86742 2.40678
3 N -0.32982 3.40799 0.24329
4 N -0.19737 1.36228 0.08274
5 N -0.48393 -0.83109 1.60105
6 N -0.81806 2.87041 1.38064
7 N -0.00188 2.54225 -0.52385
8 N 0.02813 0.13753 -0.44097
9 N 0.54223 0.66455 -2.86500
10 N -0.77515 1.60125 1.28453
11 C 0.16004 -0.91846 0.39782
12 H -0.24318 -2.79341 2.19863
13 H -1.29945 -1.91233 3.23134
14 H 1.23173 -1.87537 -1.03279
15 H -0.74696 0.13582 1.81816
16 H 0.76053 -0.12519 -3.51512
17 H 0.92604 -2.85303 0.24980
18 H 1.25077 1.33159 -2.88418
19 H -0.19119 1.08228 -3.48921


A cluster of 2 separate species, C36H39N4 in total at a distorted geometry. Source: the Open Molecules 2025 dataset; level of theory: ωB97M-V with the def2-TZVPD basis set.

## Properties
Energy relative to the best compared isomer or geometry (same formula, charge and spin) ... 23.3 kcal per mole
LUMO level ... -5.10 eV
M ... 527.7 u
Energy ... -43916.614 eV
Maximum force ... 2.51 eV Å⁻¹
Total charge ... +1
HOMO level ... -9.055 eV

Cartesian coordinates (Å):
1 N -2.55811 2.24355 -2.54002
2 N -5.23620 -4.22536 3.12719
3 N 5.44177 1.07375 -2.65142
4 N 1.11661 -1.22757 6.34367
5 C -3.37018 1.22126 -0.54946
6 C -1.88853 2.29140 -3.83934
7 C -4.03832 0.22635 1.62324
8 C 3.91775 -0.37441 0.39499
9 C 1.63391 -1.41876 0.70233
10 C 0.71771 -2.33662 4.21972
11 C -4.63840 -0.95052 -0.40284
12 C 0.31589 -0.22951 7.02023
13 C -1.70450 3.78594 -4.17066
14 C -4.78858 -2.06796 1.73434
15 C -2.83036 -0.54962 -3.63536
16 C 2.46380 -0.76305 -1.52681
17 C 4.96809 2.19460 -3.44095
18 C -4.98986 -2.06097 0.34682
19 C -1.18149 -2.36008 -2.27794
20 C 4.85846 0.21411 -0.43076
21 C 4.58372 0.39299 -1.81561
22 C -2.75751 1.11204 -1.80427
23 C -1.73070 -2.70938 -3.52225
24 C 1.88737 -0.19957 4.25800
25 C -1.50177 -1.12827 -1.68640
26 C -3.99832 0.16276 0.20325
27 C -2.41170 4.58112 -3.06542
28 C -2.32014 -0.20702 -2.37710
29 C -5.04641 -3.25150 2.50387
30 C 1.48713 -1.32315 2.11782
31 C 1.97615 -0.22173 2.88073
32 C 1.24524 -1.25003 4.96127
33 C 6.85771 0.78260 -2.72994
34 C -2.97540 3.55753 -2.06504
35 C 2.65871 -0.84957 -0.10740
36 C -4.32934 -0.90422 2.36534
37 C 1.91164 -2.08453 7.19795
38 C -2.53744 -1.79084 -4.21156
39 C 3.36231 -0.11481 -2.34284
40 C 0.79490 -2.34908 2.84154
41 H -4.85268 -0.93106 -1.47262
42 H 3.88870 2.11846 -3.62422
43 H 5.16596 3.15130 -2.92370
44 H 4.13894 -0.48755 1.45664
45 H 1.33168 -2.30352 8.09897
46 H -0.52111 -3.06297 -1.76093
47 H -0.63719 4.01914 -4.25122
48 H 1.55511 -1.18500 -1.95770
49 H -2.96662 -2.03155 -5.18216
50 H -5.39852 -2.94994 -0.13092
51 H -1.53172 -3.69150 -3.95986
52 H -3.50504 0.14804 -4.14792
53 H 7.20479 1.11290 -3.71412
54 H -3.79520 1.16363 2.12792
55 H -4.20692 -0.90623 3.44734
56 H 2.34405 0.60348 4.84136
57 H 7.04265 -0.29476 -2.62164
58 H -0.56827 0.02225 6.41931
59 H 0.35775 -3.17607 2.28881
60 H -2.16333 3.98892 -5.14416
61 H -0.92514 1.75964 -3.82780
62 H 5.51012 2.20690 -4.39087
63 H 2.17281 -3.01733 6.68415
64 H 0.89083 0.68773 7.21142
65 H 0.90232 -2.04452 0.18236
66 H 7.43101 1.31969 -1.96279
67 H -2.51166 1.81171 -4.61387
68 H 2.41865 0.62556 2.35493
69 H 0.00396 -0.65433 7.97939
70 H 3.17171 -0.01306 -3.41317
71 H -3.41074 2.20382 -0.07925
72 H 2.84264 -1.58318 7.51286
73 H -4.07528 3.65500 -2.01913
74 H -1.11956 -0.87620 -0.69140
75 H -1.73191 5.27773 -2.56160
76 H -2.60110 3.78080 -1.05768
77 H 0.22044 -3.13806 4.76725
78 H -3.22883 5.17349 -3.48902
79 H 5.79109 0.62480 -0.02385


A cluster of 2 separate species, C21H18Cl3N2O3 in total at a distorted geometry. Source: the Open Molecules 2025 dataset; level of theory: ωB97M-V with the def2-TZVPD basis set.

## Properties
Energy relative to the best compared isomer or geometry (same formula, charge and spin) ... 0.0 kcal per mole
LUMO level ... 1.73 eV
M ... 452.7 u
Energy ... -68758.158 eV
Maximum force ... 3.40 eV Å⁻¹
Total charge ... -1
HOMO level ... -2.929 eV

Cartesian coordinates (Å):
1 Cl 1.21360 5.72727 1.17894
2 Cl 1.05540 -1.31130 -0.35822
3 Cl 3.32822 1.94872 -1.92313
4 O 1.39207 -3.78983 0.66632
5 O 3.39778 -3.00360 1.39989
6 O 0.35001 1.91219 -2.92085
7 N -0.49672 4.60887 -3.56477
8 N 0.11139 -1.88397 1.97204
9 C 0.17881 4.28971 -2.47367
10 C 0.49790 5.24656 -1.44161
11 C -3.52974 -3.42011 0.47932
12 C 0.80785 2.91755 -2.42195
13 C -0.90012 -1.10804 1.90302
14 C 1.92873 3.61112 -0.35353
15 C -0.77530 5.89253 -3.81627
16 C -4.65305 -1.52024 1.48168
17 C -4.70879 -2.77333 0.86539
18 C 1.41745 -1.53482 1.32259
19 C 1.30779 -5.98115 -0.21467
20 C -2.29046 -2.85630 0.79741
21 C -2.22197 -1.62682 1.48377
22 C 0.15992 6.57454 -1.68367
23 C 2.04958 3.02485 -1.59378
24 C -3.41694 -0.94082 1.76848
25 C 1.17674 4.78649 -0.25659
26 C 2.23330 -0.56799 2.18286
27 C 2.20746 -2.84387 1.19831
28 C 2.15034 -5.01009 0.55767
29 C -0.42806 6.91243 -2.89865
30 H 1.31965 -5.75574 -1.28702
31 H -5.56762 -0.99190 1.75198
32 H 2.44309 3.22142 0.52473
33 H 0.34377 7.30240 -0.90329
34 H 3.10176 -4.81303 0.04727
35 H 2.27406 0.45225 1.76517
36 H 0.26887 -5.99857 0.12706
37 H 1.74285 -6.96997 -0.08128
38 H 2.31688 -5.32676 1.59680
39 H 1.77712 -0.54261 3.19156
40 H -3.56783 -4.36945 -0.05464
41 H -3.33929 0.04647 2.23117
42 H -0.67409 7.94450 -3.15454
43 H -1.29379 6.10224 -4.76718
44 H 3.24557 -0.98504 2.31800
45 H -0.90476 -0.01262 2.15464
46 H -5.67199 -3.23601 0.68263
47 H -1.35747 -3.34815 0.52063


A structure of composition C23H43N2O2P3Rh at a distorted geometry. Source: the Open Molecules 2025 dataset; level of theory: ωB97M-V with the def2-TZVPD basis set.

## Properties
Energy relative to the best compared isomer or geometry (same formula, charge and spin) ... 47.6 kcal per mole
2S+1 ... 5
LUMO level (alpha / beta) ... -9.14 / -11.76 eV
M ... 575.4 u
Energy ... -62468.339 eV
Maximum force ... 5.71 eV Å⁻¹
Total charge ... +3
HOMO level (alpha / beta) ... -15.694 / -16.100 eV

Cartesian coordinates (Å):
1 Rh 0.18358 -0.64450 0.54691
2 P 1.66229 2.41242 -0.83382
3 P 1.73238 -1.15965 1.97741
4 P -0.57592 -2.51293 -0.00279
5 O 0.16551 1.37798 5.41244
6 O -0.83244 1.44658 -2.83587
7 N -1.86981 2.12244 6.16836
8 N -1.13662 0.41208 1.71794
9 C 0.28186 -0.68349 -3.45813
10 C 1.12668 3.00761 0.77026
11 C 0.14180 -1.59930 -4.51779
12 C 3.24507 1.61253 -0.69359
13 C -1.09297 -1.77061 -5.13008
14 C 0.60598 -3.47000 -1.01393
15 C -1.07479 2.44620 -3.98219
16 C -0.86013 0.08915 -3.18010
17 C -2.45521 0.37496 1.42965
18 C -0.73526 1.07851 2.82031
19 C 3.11982 -2.14582 1.29463
20 C -2.08506 -2.38497 -1.03740
21 C -1.17406 -3.60827 1.35754
22 C 1.08903 -2.20235 3.34568
23 C 2.61776 0.16468 2.90491
24 C 1.70963 3.82539 -1.96186
25 C -1.02218 1.62921 5.20640
26 C -3.00781 1.20402 3.64676
27 C -0.20587 1.94402 -5.01936
28 C -3.40717 0.75672 2.38375
29 C -2.13922 -0.41436 -3.44311
30 C -2.22821 -1.21771 -4.56866
31 C -1.63554 1.35395 3.86979
32 H 1.55697 2.45803 1.61948
33 H 2.17867 3.51556 -2.89990
34 H 3.50178 -1.70741 0.36095
35 H 3.58271 -0.22196 3.25592
36 H 1.32784 -3.25998 3.16874
37 H 0.67767 4.13419 -2.16125
38 H -4.46254 0.65122 2.11038
39 H -0.90346 3.50192 -3.69692
40 H 3.99729 2.32813 -0.34087
41 H 1.24722 -0.50328 -3.00929
42 H -1.45759 2.44463 7.03712
43 H 3.92550 -2.15996 2.03404
44 H -0.33231 -4.12482 1.84310
45 H 1.54548 -1.85731 4.28290
46 H 2.80249 -3.16993 1.08883
47 H -2.76680 2.55765 5.96535
48 H 0.66778 1.74132 -1.57356
49 H -3.74737 1.47750 4.41280
50 H 3.59213 1.22711 -1.65308
51 H 2.81143 1.04971 2.28226
52 H -2.12481 2.33565 -4.23872
53 H 1.01150 -4.31483 -0.43214
54 H -0.60715 1.37281 -5.87279
55 H -2.72524 -0.02096 0.43941
56 H 2.26517 4.61770 -1.47311
57 H 2.02140 0.46942 3.76513
58 H -1.17436 -2.36257 -6.03367
59 H -1.86344 -4.33639 0.90884
60 H 0.03996 2.92579 0.85217
61 H 0.00540 -2.08955 3.44289
62 H -2.99186 -0.02660 -2.87388
63 H 0.05993 -3.85428 -1.89485
64 H 1.43183 -2.82688 -1.36813
65 H 1.38483 4.07100 0.89044
66 H 3.25904 0.77332 0.00600
67 H -2.62437 -1.46996 -0.76041
68 H -2.72019 -3.25752 -0.86080
69 H 0.31455 1.34959 2.90775
70 H -1.78345 -2.33133 -2.08529
71 H 1.01772 -2.13507 -4.89973
72 H 0.85772 1.97579 -4.83473
73 H -3.22041 -1.38764 -4.98300
74 H -1.72176 -3.00426 2.09756


Q: Which value of M does entry 5 give?
A: 452.7 u


Q: Which formula does entry 3 have?
A: CH8N10


Q: What is the formula in the sixth record?
A: C23H43N2O2P3Rh